15
Properties=species:S:1:pos:R:3:forces:R:3:nbo_charge:R:1 method="wB97M-V/def2-TZVPD" total_energy_ev=-18918.70193 e_homo_ev=-12.3 spin_multiplicity=1 relative_energy_kj_mol=0.0 charge=+1 orbital_gap_ha=0.319
N 2.711396 0.285480 -0.455821 -0.4 -0.8 -0.4 -1.256
P 1.894935 -1.015087 -0.739021 1.7 2.2 -0.2 1.425
N 0.497153 -1.162969 0.319652 -0.2 -0.8 0.0 -0.876
C -0.433998 -0.196950 0.307924 1.4 -0.5 -0.6 0.581
N -0.346910 0.861543 -0.528609 -1.8 0.1 1.2 -0.444
C -1.437068 1.583688 -0.186896 2.1 -0.7 -1.2 0.277
N -2.126876 0.982749 0.754165 -1.9 1.5 0.6 -0.324
N -1.523396 -0.176416 1.106169 0.7 0.4 -0.8 -0.360
H 2.761235 0.855129 -1.298862 -0.1 0.2 0.4 0.390
H 2.727816 -2.124586 -0.474732 -1.2 -0.4 0.2 -0.009
H 1.396871 -1.034990 -2.063104 -0.2 -0.7 0.4 -0.026
H 0.347619 -1.933359 0.965489 0.3 0.1 -0.3 0.433
H -1.639809 2.539465 -0.672439 -0.4 -0.3 0.5 0.267
H -2.983363 1.357143 1.148308 0.1 -0.5 0.3 0.459
H -1.845601 -0.820836 1.817774 -0.1 0.3 -0.1 0.462

17
Properties=species:S:1:pos:R:3:forces:R:3:nbo_charge:R:1 method="wB97M-V/def2-TZVPD" total_energy_ev=-15208.02339 e_homo_ev="-14.0 / -14.0" spin_multiplicity=1 relative_energy_kj_mol=374.9 charge=+1 orbital_gap_ha="0.291 / 0.291"
C -0.945104 1.320883 1.891548 1.4 0.2 4.3 -0.273
C 0.649644 1.566797 0.223040 0.9 -0.4 1.0 0.085
N -0.365559 -0.146551 -1.046263 -0.6 2.0 0.4 0.108
N -0.233484 -1.253434 -1.569642 1.2 -2.1 -0.3 -0.088
N 1.603288 -0.899959 -0.196659 -1.1 0.3 -2.3 -0.257
N 1.019833 -1.876943 -1.159779 -0.9 1.0 2.6 -0.310
N 0.635629 0.212428 -0.359100 0.7 -0.9 -0.9 -0.032
N -1.779731 -2.093358 -1.745482 -0.6 -1.1 -0.9 0.494
O -1.696819 -2.998177 -2.393349 0.2 0.9 0.9 -0.019
O 0.439719 1.388879 1.563691 -0.3 1.3 0.0 -0.505
H -0.883040 1.520906 3.078706 -0.9 -0.5 -2.9 0.234
H -1.241149 0.335381 1.701304 -0.8 -1.7 0.1 0.163
H -1.633024 1.949721 1.369901 0.0 1.1 -0.3 0.193
H -0.205028 2.023866 -0.271409 0.4 0.5 -0.2 0.212
H 1.638074 2.061956 0.154552 -0.6 -0.4 -0.7 0.241
H 1.427481 -1.239811 0.723383 -0.2 -0.5 1.0 0.376
H 1.569271 -1.872584 -1.964443 1.4 0.2 -1.6 0.377

20
Properties=species:S:1:pos:R:3:forces:R:3:nbo_charge:R:1 method="wB97M-V/def2-TZVPD" total_energy_ev=-30138.12322 e_homo_ev="-13.9 / -12.2" spin_multiplicity=1 relative_energy_kj_mol=373.3 charge=+1 orbital_gap_ha="0.318 / 0.274"
C -1.048777 -1.708355 -0.365840 -0.5 1.0 0.6 0.468
C 2.030555 -0.176824 0.309565 0.2 -0.3 -0.5 0.722
N 2.175455 2.045129 -0.480264 -2.1 -0.5 -1.7 -0.164
N 0.350219 -1.486867 -0.259550 -0.6 -0.6 -0.1 -0.229
N 2.761718 -1.306850 0.551152 -0.1 1.6 0.0 -0.744
N -2.335970 1.927655 -0.834499 0.2 1.1 -0.7 -1.065
N 0.690071 -0.296675 0.040591 1.1 0.2 0.0 0.046
N -0.060936 0.790925 0.237011 -1.9 2.4 0.4 -0.730
O 2.619087 1.017463 0.267156 1.8 -0.3 1.4 -0.298
O -1.864902 -0.500979 -0.772640 0.2 -0.3 0.1 -0.707
O -2.337212 0.867716 1.335617 0.0 -0.5 -0.4 -0.854
O -1.497825 -2.167637 0.829274 -0.2 -0.2 0.8 -0.695
S -1.641333 0.805662 0.096766 1.2 -0.9 0.1 2.379
H -1.071278 -2.368540 -1.192648 -1.2 -0.7 -1.0 0.198
H 2.721761 2.901217 -0.351459 0.9 -0.7 1.1 0.343
H 2.313911 -2.169691 0.928654 0.5 1.2 -0.6 0.463
H 3.788654 -1.197021 0.534659 -1.0 -0.3 0.2 0.446
H -1.932350 2.697990 -1.377188 1.0 -1.2 0.0 0.453
H -3.223761 2.331369 -0.531971 0.2 -0.9 0.8 0.449
H -2.437084 -2.005691 1.035617 0.4 -0.1 -0.6 0.521

18
Properties=species:S:1:pos:R:3:forces:R:3:nbo_charge:R:1 method="wB97M-V/def2-TZVPD" total_energy_ev=-15594.95490 e_homo_ev=-8.1 spin_multiplicity=1 relative_energy_kj_mol=0.0 orbital_gap_ha=0.318
C -1.736561 -0.195563 0.107346 -1.6 0.1 -0.1 0.473
C 1.678464 0.493112 0.048481 0.3 -2.3 -0.7 0.540
N -3.849193 -0.147062 -0.333742 -0.9 -1.9 -0.4 -0.039
N -2.811726 -0.983188 -0.224743 2.6 -0.1 0.6 -0.393
N -2.206213 1.043570 0.184713 -1.2 0.2 -0.3 -0.404
N -3.571143 1.033752 -0.113465 1.7 1.9 0.6 -0.065
N 2.311098 1.661160 -0.214243 1.8 2.7 0.4 -0.827
N 2.492027 -0.623229 -0.054327 0.4 -0.9 0.1 -0.832
N -0.085872 -1.890902 0.208004 -0.1 0.2 2.8 -0.680
N -0.421988 -0.505433 0.412731 -1.2 -2.0 -0.2 -0.117
N 0.449071 0.450453 0.156038 -2.3 3.4 0.4 -0.398
H 3.307985 1.568283 -0.525275 -1.6 0.5 0.9 0.386
H 2.049850 2.529219 0.336737 0.6 -1.9 -1.2 0.412
H 3.136666 -0.380530 -0.758059 1.5 -0.2 -0.7 0.352
H 2.052384 -1.497063 -0.354149 -0.4 0.6 0.5 0.410
H -0.253878 -2.256473 1.215076 0.2 0.0 -2.6 0.374
H -0.800933 -2.208979 -0.423067 -0.4 -0.8 -0.1 0.379
H -1.740030 1.908878 0.331947 0.4 0.3 0.1 0.429

11
Properties=species:S:1:pos:R:3:forces:R:3:nbo_charge:R:1 method="wB97M-V/def2-TZVPD" total_energy_ev=-5722.66228 s2=0.75 e_homo_ev="0.8 / -3.0" spin_multiplicity=2 relative_energy_kj_mol=73.7 charge=-1 orbital_gap_ha="0.151 / 0.274"
C -1.035727 0.502400 1.058854 1.1 -0.7 -0.1 -0.438
N -0.878585 1.592134 0.031898 0.7 -1.8 -0.7 -0.874
H -0.789393 -0.620024 0.922718 -0.2 1.9 -0.9 0.226
H -2.029730 0.597512 1.394429 -1.3 -0.1 0.7 0.156
H -0.361856 0.768432 1.861753 0.0 0.2 0.5 0.177
H 0.141884 1.703434 -0.071696 -0.6 0.0 -0.2 0.334
H -1.148174 1.169533 -0.879243 0.3 0.5 0.7 0.335
O 1.298514 -1.716623 0.074940 0.3 -1.0 4.4 -0.772
C 1.572997 -1.430121 -1.077777 -0.3 1.1 -4.2 -0.217
H 0.682527 -1.375457 -1.725153 0.2 0.2 -1.0 0.032
H 2.547544 -1.191220 -1.590724 -0.3 -0.2 0.8 0.040

11
Properties=species:S:1:pos:R:3:forces:R:3:nbo_charge:R:1 method="wB97M-V/def2-TZVPD" total_energy_ev=-5724.06009 e_homo_ev=-8.5 spin_multiplicity=1 relative_energy_kj_mol=114.0 orbital_gap_ha=0.348
C 0.520386 -0.022363 -1.467436 0.4 -0.3 -0.3 -0.431
N 0.232695 0.816924 -0.319515 0.4 -1.2 -0.7 -0.679
C -0.083622 0.279990 0.973925 -0.7 1.1 0.0 0.120
O -0.619829 -1.011057 0.959253 0.2 -1.0 0.2 -0.728
H 0.611150 -1.092240 -1.284379 0.1 0.1 0.7 0.204
H 1.478917 0.276844 -1.895484 -0.1 -0.1 -0.3 0.192
H -0.253575 -0.001693 -2.243384 0.0 0.4 0.0 0.178
H -0.102339 1.686878 -0.643428 -0.7 0.8 0.5 0.377
H 0.797226 0.292427 1.618957 0.1 -0.5 0.1 0.147
H -0.829637 0.929874 1.457454 0.3 0.2 -0.2 0.147
H -1.050186 -1.239983 0.129696 0.0 0.4 0.0 0.473

12
Properties=species:S:1:pos:R:3:forces:R:3:nbo_charge:R:1 method="wB97M-V/def2-TZVPD" total_energy_ev=-7765.31208 e_homo_ev=-8.9 spin_multiplicity=1 relative_energy_kj_mol=792.5 orbital_gap_ha=0.173
C 0.612896 -0.641377 -0.736091 -0.6 -1.1 -3.2 -0.526
C 0.462876 0.935990 -0.540669 -3.7 2.3 0.0 0.188
N -0.550957 1.132158 0.510506 4.6 -3.1 -1.3 -0.572
O 0.205845 1.576127 -1.638821 0.9 -1.1 1.2 -0.424
H -0.471692 -0.907177 -0.962241 1.6 0.1 0.3 0.273
H 0.934067 -1.114493 0.156398 0.1 0.1 1.2 0.272
H 1.319261 -0.891315 -1.617432 -1.3 0.7 1.4 0.235
H -0.868208 0.383847 1.063175 0.1 -2.3 1.1 0.440
H 1.410827 1.212030 -0.062609 0.9 -0.1 0.3 0.296
H -1.016457 -2.208622 1.711941 -0.3 -1.2 0.3 0.438
H -1.163358 1.823479 0.602243 -2.8 4.3 -0.7 0.378
O -0.875099 -1.300648 1.513600 0.4 1.6 -0.5 -0.998

12
Properties=species:S:1:pos:R:3:forces:R:3:nbo_charge:R:1 method="wB97M-V/def2-TZVPD" total_energy_ev=-7764.81727 e_homo_ev=-7.9 spin_multiplicity=1 relative_energy_kj_mol=840.2 orbital_gap_ha=0.112
O -1.538210 0.810532 -0.471071 -0.4 0.1 0.1 -0.433
C -0.480626 1.408882 -0.586912 0.7 -0.3 -0.6 0.222
C -0.261929 2.763454 -0.222037 -0.1 0.1 0.4 -0.129
N 0.370007 -1.438925 1.257492 -0.2 0.3 0.5 -0.936
H 0.395545 0.958181 -1.082083 -0.1 -0.4 0.2 0.155
H -1.093076 3.431522 -0.040302 -0.1 0.0 0.1 0.203
H 0.749021 3.141299 -0.145705 0.0 0.0 -0.2 0.201
H 0.686623 -2.098259 0.525976 0.0 0.1 -0.3 0.425
H 0.491045 -1.781717 2.202112 0.1 -0.1 0.0 0.350
H 0.640702 -3.405605 -1.573940 0.0 0.3 0.5 0.432
H -0.605688 -1.178527 1.144534 0.2 0.0 -0.3 0.366
O 0.646586 -2.610835 -1.008064 0.0 -0.2 -0.5 -0.857

12
Properties=species:S:1:pos:R:3:forces:R:3:nbo_charge:R:1 method="wB97M-V/def2-TZVPD" total_energy_ev=-7771.26987 e_homo_ev=-9.4 spin_multiplicity=1 relative_energy_kj_mol=217.7 orbital_gap_ha=0.377
O -1.371632 0.815266 0.535922 -0.2 0.0 0.2 -0.492
C -2.186385 -0.014668 0.256827 -0.7 -0.3 -0.2 0.283
H -2.043560 -1.110502 0.333862 0.5 0.1 0.2 0.111
H -3.204715 0.232689 -0.110855 0.2 0.3 0.0 0.099
N 1.182523 0.771041 -0.882983 0.2 -0.2 0.5 -0.851
C 1.170221 -0.630529 -0.530893 -0.4 -0.4 -0.4 0.099
O 0.950141 -0.852184 0.843056 0.5 0.5 0.1 -0.736
H 2.101079 1.151429 -0.698245 0.0 0.2 -0.3 0.359
H 0.923530 0.899910 -1.848645 0.1 0.2 0.0 0.367
H 0.343611 -1.106149 -1.071169 0.1 0.0 -0.3 0.132
H 2.100242 -1.124573 -0.813492 0.1 -0.3 0.1 0.142
H 0.599833 -0.006675 1.157249 -0.3 -0.2 0.1 0.489

13
Properties=species:S:1:pos:R:3:forces:R:3:nbo_charge:R:1 method="wB97M-V/def2-TZVPD" total_energy_ev=-17052.70939 e_homo_ev=-14.5 spin_multiplicity=1 relative_energy_kj_mol=240.6 charge=+1 orbital_gap_ha=0.321
C 0.717709 -0.884088 1.027707 0.7 -0.3 1.1 -0.772
C -0.332708 -0.490103 0.021837 0.6 0.5 1.9 0.262
N 0.531134 1.336189 -0.558159 0.2 -0.9 -1.3 -0.970
O -2.827250 0.592688 -0.277149 -2.1 0.5 -3.2 -0.945
O -0.376519 -1.232305 -1.011687 -0.4 -0.7 -1.9 -0.611
P -1.948455 0.337907 0.801942 2.6 -0.5 3.1 1.409
H 0.523458 -1.847383 1.580935 -1.1 1.3 0.1 0.295
H 1.089206 -0.026725 1.643451 -1.1 -0.9 0.0 0.254
H 1.647881 -1.293179 0.694204 0.7 0.2 -1.7 0.273
H 1.423383 1.060515 -1.004285 -0.3 -0.1 0.7 0.415
H -0.047360 1.502572 -1.420940 0.4 1.0 1.6 0.424
H 0.761480 2.097469 0.119323 -0.8 -0.4 -1.2 0.434
H -1.161956 -1.153562 -1.617185 0.5 0.2 0.8 0.531

13
Properties=species:S:1:pos:R:3:forces:R:3:nbo_charge:R:1 method="wB97M-V/def2-TZVPD" total_energy_ev=-18607.04365 e_homo_ev=-9.6 spin_multiplicity=1 relative_energy_kj_mol=130.2 orbital_gap_ha=0.378
C 1.048813 0.044435 0.336782 -0.1 0.0 -0.1 -0.236
C -0.267091 -0.718224 0.428904 0.0 -0.9 -0.2 -0.641
H 2.613619 0.195272 -0.981459 -0.4 -0.2 0.0 0.363
H 1.174525 0.442541 -1.690889 0.0 -0.2 0.3 0.356
H 1.722218 -0.394188 1.079276 0.0 0.1 -0.1 0.203
H 0.880464 1.098563 0.612925 0.1 -0.2 0.0 0.187
H -0.121897 -1.795012 0.134694 -0.1 1.0 0.3 0.245
H -0.715556 -0.680950 1.429621 0.0 0.0 -0.2 0.232
H -2.057294 1.412461 0.761012 0.0 0.0 0.0 0.485
N 1.645228 -0.137125 -0.993666 0.4 0.5 0.0 -0.840
O -1.612186 1.450556 -0.102240 0.0 -0.6 -0.3 -0.894
O -2.774649 -0.814635 -0.306431 0.9 0.5 -0.3 -0.945
S -1.536193 -0.103694 -0.708525 -0.8 0.2 0.7 1.486

13
Properties=species:S:1:pos:R:3:forces:R:3:nbo_charge:R:1 method="wB97M-V/def2-TZVPD" total_energy_ev=-18603.92413 e_homo_ev="-6.1 / -6.0" spin_multiplicity=1 relative_energy_kj_mol=431.2 orbital_gap_ha="0.193 / 0.183"
C 1.836442 2.180314 -0.362579 -0.9 0.0 0.8 -0.405
C -1.712916 -1.986197 -0.337186 0.8 -0.8 4.5 0.648
N 1.005911 1.293306 0.442300 1.4 -1.1 3.0 -0.827
O -1.905458 -1.248820 0.712994 -1.9 -4.1 -1.7 -0.639
O -1.688830 -3.330353 -0.107391 -1.4 2.2 1.2 -0.625
S -0.460101 0.844626 -0.125829 -2.1 -0.3 -1.6 -0.244
H 1.136706 2.758245 -1.044819 1.1 -0.5 0.9 0.216
H 2.496277 2.791030 0.270942 -0.6 0.4 -0.1 0.189
H 2.519496 1.583554 -0.895924 0.8 -0.6 -1.5 0.171
H -1.250598 -1.509821 -1.190829 -0.1 -0.2 -0.8 0.216
H 1.334750 0.483675 1.068623 0.5 2.3 -1.7 0.378
H -1.281947 -0.415344 0.693567 1.2 2.4 -0.5 0.403
H -2.029731 -3.444216 0.876130 1.0 0.3 -2.6 0.518